This record from the OMol25 dataset describes C17H25N4NaS3 as an isolated structure. The level of theory is the ωB97M-V functional and the def2-TZVPD basis.

Positions of all 50 atoms, in Å:
Na -0.979 1.797 -0.543
S 2.970 3.511 -3.314
C 1.479 3.042 -2.635
S 0.688 1.618 -3.184
S 0.734 4.030 -1.450
C 0.173 0.178 2.899
N -1.000 0.050 2.068
C -1.435 -1.332 2.020
C -2.048 0.970 2.510
C -3.322 0.839 1.708
C -4.413 0.234 2.334
C -5.606 0.044 1.650
C -5.684 0.483 0.336
C -4.579 1.084 -0.262
C -3.337 1.294 0.369
H -0.020 -0.139 3.944
H 0.499 1.219 2.907
H 0.980 -0.429 2.489
H -1.746 -1.708 3.015
H -0.608 -1.948 1.661
H -2.280 -1.430 1.341
H -1.647 1.981 2.387
H -2.259 0.820 3.590
H -4.332 -0.099 3.367
H -6.447 -0.442 2.133
H -6.609 0.353 -0.222
H -4.700 1.410 -1.296
C 1.822 -2.719 -2.675
C 0.499 -2.048 -2.345
N 0.624 -1.473 -1.013
C 1.703 -0.616 -0.763
N 1.527 0.305 0.103
C 2.634 1.164 0.480
C 3.994 0.527 0.204
C 3.976 0.006 -1.221
N 2.909 -0.980 -1.346
C 2.893 -1.643 -2.641
H 1.788 -3.194 -3.658
H 2.038 -3.480 -1.919
H -0.317 -2.775 -2.328
H 0.279 -1.284 -3.101
H -0.221 -1.026 -0.685
H 2.533 1.395 1.548
H 2.554 2.112 -0.057
H 4.158 -0.315 0.889
H 4.800 1.252 0.337
H 4.919 -0.492 -1.476
H 3.827 0.835 -1.920
H 3.887 -2.075 -2.803
H 2.700 -0.908 -3.435

Calculated values
Highest occupied orbital energy (eV): -0.007
E_tot (hartree): -2238.70569
Kohn-Sham gap (eV): 4.090
Spin multiplicity: 1
Energy relative to the best compared isomer or geometry (same formula, charge and spin) (kJ/mol): 37.2
Charge: -2

Here are the Mulliken charges for atoms 1 to 6, given in e: 0.625, -0.549, -0.049, -0.486, -0.552, -1.478



This record from the OMol25 dataset describes one molecule with the formula C19H25N3O3S. The level of theory is the ωB97M-V functional and the def2-TZVPD basis.

Positions of all 51 atoms, in Å:
C -1.015 0.204 2.211
C 0.303 0.965 2.126
N 0.917 0.870 0.807
C 0.204 1.633 -0.201
C 0.500 1.148 -1.613
O 0.324 1.837 -2.596
N 0.973 -0.118 -1.664
C 1.061 -0.847 -2.905
C -0.087 -1.870 -3.051
C -1.341 -1.243 -2.515
C -1.956 -0.201 -3.201
C -2.977 0.520 -2.607
C -3.387 0.177 -1.335
S -4.534 1.197 -0.444
N -5.734 0.089 -0.022
O -5.096 2.195 -1.306
O -3.899 1.604 0.778
C -2.834 -0.891 -0.659
C -1.807 -1.600 -1.253
C 2.322 1.277 0.851
C 3.154 0.292 1.627
C 3.329 -1.001 1.150
C 4.078 -1.920 1.863
C 4.666 -1.557 3.063
C 4.502 -0.270 3.544
C 3.748 0.647 2.831
H -1.300 0.099 3.255
H -0.893 -0.787 1.781
H -1.822 0.721 1.697
H 0.146 2.016 2.420
H 1.009 0.520 2.832
H 0.414 2.713 -0.151
H -0.873 1.505 -0.058
H 0.996 -0.613 -0.783
H 2.029 -1.353 -2.973
H 0.995 -0.095 -3.694
H -0.193 -2.136 -4.103
H 0.148 -2.773 -2.486
H -1.604 0.077 -4.182
H -3.440 1.361 -3.097
H -5.971 0.160 0.955
H -6.551 0.204 -0.601
H -3.193 -1.129 0.329
H -1.345 -2.421 -0.724
H 2.430 2.284 1.288
H 2.683 1.318 -0.181
H 2.882 -1.283 0.209
H 4.207 -2.922 1.480
H 5.252 -2.274 3.619
H 4.959 0.022 4.478
H 3.623 1.650 3.212

Calculated values
Highest occupied orbital energy (eV): -8.971
E_tot (hartree): -1527.20255
Kohn-Sham gap (eV): 9.507
Spin multiplicity: 1
Energy relative to the best compared isomer or geometry (same formula, charge and spin) (kJ/mol): 204.7
SMILES: CCN(CC(=O)NCCc1ccc(S(N)(=O)=O)cc1)Cc1ccccc1
Charge: 0

Here are the Mulliken charges for atoms 1 to 6, given in e: -1.183, -0.541, 0.567, -0.501, 0.473, -0.689



This record from the OMol25 dataset describes a 5-piece molecular cluster, C5H20O5 overall at a distorted geometry. The level of theory is the ωB97M-V functional and the def2-TZVPD basis.

Positions of all 30 atoms, in Å:
C 0.036 -1.296 1.499
O 0.661 -0.502 0.507
H 0.783 -1.998 2.214
H -0.694 -1.968 1.030
H -0.322 -0.585 2.224
H 0.986 0.274 0.938
C 2.161 1.933 3.151
O 0.802 2.029 2.741
H 2.191 1.722 4.138
H 2.858 2.580 2.577
H 2.545 1.108 2.747
H 0.563 2.919 3.132
C -0.690 -1.914 -2.566
O 0.527 -1.198 -2.350
H -0.655 -3.015 -2.374
H -0.820 -2.086 -3.676
H -1.620 -1.611 -2.178
H 0.409 -1.050 -1.449
C -4.041 -0.684 0.055
O -5.066 -1.621 0.619
H -4.355 -0.502 -0.917
H -3.071 -0.845 -0.044
H -4.095 0.213 0.763
H -5.701 -1.908 -0.062
C 3.041 1.419 -1.996
O 2.745 2.722 -2.597
H 3.933 1.037 -2.135
H 2.265 0.730 -2.335
H 2.875 1.470 -0.850
H 1.750 2.626 -2.807

Calculated values
Highest occupied orbital energy (eV): -10.061
E_tot (hartree): -578.48706
Kohn-Sham gap (eV): 10.550
Spin multiplicity: 1
Energy relative to the best compared isomer or geometry (same formula, charge and spin) (kJ/mol): 471.7
SMILES: CO.CO.CO.CO.CO
Charge: 0

Here are the Mulliken charges for atoms 1 to 6, given in e: -0.585, -0.420, 0.205, 0.243, 0.286, 0.206